1.
The following is a quantum chemistry calculation of a structure of composition C25H28F3N4O4S4Sr, from the OMol25 dataset.

```
! RIJCOSX wB97M-V def2-TZVPD def2/J DEFGRID3
* xyz -1 1
Sr 1.107 0.528 0.874
C -3.204 -1.360 2.502
C -1.716 -1.143 2.320
N -1.287 -0.272 1.467
N -2.287 0.242 0.630
C -2.133 1.428 0.175
S -0.935 2.645 0.564
S -3.309 2.040 -1.004
C -4.425 0.632 -1.265
C -4.087 -0.219 -2.462
C -5.055 -0.513 -3.415
C -4.753 -1.312 -4.512
C -3.474 -1.823 -4.666
C -2.499 -1.532 -3.718
C -2.804 -0.737 -2.625
C -0.807 -1.983 3.121
C -1.334 -3.165 3.674
C -0.587 -4.053 4.416
C 0.759 -3.754 4.657
C 1.316 -2.616 4.137
C 0.582 -1.701 3.329
O 1.190 -0.688 2.829
H -3.748 -0.452 2.267
H -3.425 -1.658 3.524
H -3.562 -2.142 1.827
H -5.428 1.048 -1.362
H -4.379 0.047 -0.347
H -6.056 -0.110 -3.301
H -5.518 -1.528 -5.248
H -3.235 -2.443 -5.522
H -1.489 -1.910 -3.821
H -2.028 -0.516 -1.904
H -2.371 -3.412 3.491
H -1.038 -4.956 4.806
H 1.368 -4.427 5.252
H 2.359 -2.374 4.299
N 0.799 2.838 -2.093
C 1.539 4.140 -2.089
C 1.285 4.933 -0.800
N 2.135 6.100 -0.675
H 0.330 2.633 -2.972
H 0.072 2.800 -1.330
H 1.411 2.022 -1.910
H 1.228 4.722 -2.957
H 2.601 3.915 -2.170
H 1.464 4.274 0.052
H 0.231 5.216 -0.746
H 2.158 6.640 -1.531
H 3.078 5.802 -0.451
S 0.768 -0.245 -2.028
C 1.499 -1.521 -1.055
C 2.868 -1.528 -0.749
C 3.393 -2.445 0.152
C 2.574 -3.374 0.779
C 1.216 -3.380 0.491
C 0.687 -2.469 -0.412
H 3.506 -0.783 -1.208
H 4.451 -2.412 0.384
H 2.981 -4.061 1.509
H 0.555 -4.071 1.000
H -0.379 -2.454 -0.609
F 5.913 2.212 1.974
C 5.220 1.683 0.965
F 4.910 0.422 1.281
F 6.009 1.661 -0.115
S 3.682 2.633 0.635
O 2.902 2.463 1.851
O 4.126 3.960 0.306
O 3.083 1.870 -0.467
*
```

## Properties
- Relative energy (zero: lowest compared OMol25 entry of this formula, charge and spin): 0.000 eV
- Gap between HOMO and LUMO: 7.0480 eV
- HOMO level: -0.1749 Ha
- DFT total energy: -3412.7681 a.u.


2.
The following is a quantum chemistry calculation of a cluster of 6 separate species, H12O6 in total at a distorted geometry, from the OMol25 dataset.

```
! RIJCOSX wB97M-V def2-TZVPD def2/J DEFGRID3
* xyz 0 1
O 1.292 3.003 -0.649
H 1.169 3.134 -1.597
H 0.567 3.484 -0.244
O -1.329 -0.456 -1.493
H -1.819 0.108 -0.813
H -1.739 -0.348 -2.358
O 1.914 -0.413 2.391
H 1.693 -0.157 1.477
H 1.528 -1.266 2.463
O -1.380 -2.995 -1.699
H -1.377 -2.046 -1.576
H -0.947 -3.028 -2.531
O 0.797 0.392 0.069
H 0.227 0.133 -0.682
H 0.985 1.331 -0.105
O -0.730 -0.096 2.735
H -1.081 -0.523 1.946
H 0.226 -0.261 2.661
*
```

## Properties
- Relative energy (zero: lowest compared OMol25 entry of this formula, charge and spin): 1.630 eV
- Gap between HOMO and LUMO: 10.1882 eV
- HOMO level: -0.3862 Ha
- SMILES: O.O.O.O.O.O
- DFT total energy: -458.6126 a.u.


3.
The following is a quantum chemistry calculation of a structure of composition C9H23BF6N3O10P2RhSb, from the OMol25 dataset.

```
! RIJCOSX wB97M-V def2-TZVPD def2/J DEFGRID3
* xyz 0 2
Rh -1.303 -0.076 -0.847
N -1.906 3.242 1.418
C -1.188 1.993 1.886
C -0.681 2.205 3.308
P 0.217 1.706 0.757
O -0.464 1.873 -0.666
O 1.416 2.467 1.060
O 0.271 0.089 0.746
P -2.604 0.763 1.854
O -2.018 -0.527 2.571
O -3.645 1.472 2.615
O -2.848 0.461 0.381
H -1.338 4.090 1.457
H -2.739 3.326 2.019
H -2.252 3.145 0.445
H 0.042 3.021 3.350
H -0.187 1.298 3.656
H -1.521 2.404 3.974
H -0.296 2.554 -1.419
H -1.956 -1.295 1.983
N -2.604 0.131 -2.313
N -3.364 -1.064 -2.419
C -3.107 -2.061 -1.449
O -3.859 -2.990 -1.328
O -1.984 -1.891 -0.785
H -3.187 0.944 -2.098
H -2.094 0.296 -3.180
H -4.340 -0.921 -2.631
C 3.216 -1.634 -1.755
C 3.281 -1.642 -0.236
C 4.714 -1.597 0.247
O 2.605 -0.416 0.212
B 1.345 -0.808 0.479
O 1.097 -2.130 0.542
C 2.405 -2.770 0.415
C 2.243 -4.011 -0.438
C 2.842 -3.130 1.826
H 3.702 -0.728 -2.118
H 2.185 -1.632 -2.107
H 3.740 -2.496 -2.169
H 5.235 -0.778 -0.248
H 5.224 -2.528 -0.005
H 4.774 -1.442 1.322
H 1.762 -3.777 -1.385
H 1.623 -4.734 0.091
H 3.215 -4.468 -0.632
H 2.950 -2.240 2.447
H 3.791 -3.666 1.818
H 2.085 -3.773 2.273
F 0.119 -0.517 -2.069
Sb -2.377 4.368 -2.403
F -2.914 3.158 -3.806
F -2.932 2.932 -1.238
F -4.086 5.201 -2.248
F -1.753 5.136 -0.711
F -0.552 3.469 -2.454
*
```

## Properties
- Relative energy (zero: lowest compared OMol25 entry of this formula, charge and spin): 0.000 eV
- Expectation value of S²: 0.754
- Gap between HOMO and LUMO (spin up / spin down): 9.4943 / 7.2703 eV
- HOMO level (spin up / spin down): -0.3756 / -0.3761 Ha
- DFT total energy: -2931.4676 a.u.


4.
The following is a quantum chemistry calculation of a structure of composition C24H29BF2N at a distorted geometry, from the OMol25 dataset.

```
! RIJCOSX wB97M-V def2-TZVPD def2/J DEFGRID3
* xyz 1 1
F -2.594 3.316 -3.163
C -1.988 3.899 -2.069
C -1.619 5.233 -2.156
C -0.921 5.752 -1.050
C -0.800 5.017 0.120
C -1.324 3.720 0.240
C -1.157 3.005 1.611
C -2.035 1.827 2.092
C -1.634 1.186 3.271
C -2.413 0.219 3.885
C -3.655 -0.141 3.356
C -3.999 0.422 2.133
F -5.125 -0.078 1.509
C -3.274 1.457 1.522
C -1.858 3.129 -0.907
H -1.821 5.812 -3.064
H -0.531 6.762 -1.133
H -0.218 5.421 0.945
H -1.202 3.815 2.373
H -0.673 1.501 3.686
H -2.036 -0.245 4.784
H -4.266 -0.897 3.834
H -3.719 1.953 0.649
H -2.175 2.091 -0.911
C 1.813 -2.337 2.037
C 0.720 -1.975 1.053
N 1.196 -1.792 -0.358
C 2.227 -2.709 -0.931
C 2.035 -4.036 -1.230
C 3.067 -4.769 -1.830
C 4.291 -4.187 -2.142
C 4.479 -2.830 -1.836
C 3.446 -2.117 -1.244
C -0.019 -1.588 -1.242
C 0.344 -1.047 -2.630
C -1.046 -0.671 -0.609
B 2.410 -0.642 -0.491
H -0.144 2.792 1.685
H 1.356 -2.660 2.983
H 2.441 -3.175 1.705
H 2.444 -1.469 2.268
H -0.062 -2.741 1.039
H 0.258 -1.036 1.401
H 1.085 -4.497 -1.019
H 2.892 -5.810 -2.042
H 5.085 -4.766 -2.628
H 5.421 -2.311 -2.053
H 3.676 -1.003 -1.038
H -0.424 -2.605 -1.357
H -0.547 -1.113 -3.275
H 0.647 0.014 -2.600
H 1.127 -1.631 -3.133
H -1.834 -0.429 -1.326
H -1.577 -1.150 0.209
H -0.605 0.269 -0.267
H 2.757 -0.347 0.594
H 2.077 0.192 -1.249
*
```

## Properties
- Relative energy (zero: lowest compared OMol25 entry of this formula, charge and spin): 1.669 eV
- Gap between HOMO and LUMO: 8.2791 eV
- HOMO level: -0.4092 Ha
- DFT total energy: -1210.9606 a.u.


5.
The following is a quantum chemistry calculation of a structure of composition AgH18O9 at a distorted geometry, from the OMol25 dataset.

```
! RIJCOSX wB97M-V def2-TZVPD def2/J DEFGRID3
* xyz 1 1
Ag 0.032 -0.010 0.222
O 2.234 0.130 -0.399
H 2.821 0.609 -0.928
H 2.669 -0.652 -0.122
O -1.554 -0.075 2.584
H -1.624 -0.596 1.805
H -2.340 0.410 2.442
O 0.360 2.404 -2.652
H 0.742 3.093 -2.020
H -0.076 1.829 -2.039
O 1.854 -0.746 2.448
H 2.335 0.061 2.294
H 2.423 -1.390 2.837
O -2.091 -1.468 0.273
H -2.608 -1.929 0.977
H -2.733 -1.151 -0.385
O 0.657 -2.726 -0.696
H 0.853 -3.184 0.101
H 0.690 -3.523 -1.275
O -0.270 -0.663 -2.349
H 0.530 -0.788 -2.856
H -0.564 -1.565 -2.176
O 0.182 2.046 1.254
H 1.062 2.101 1.561
H -0.345 2.048 2.010
O -1.507 1.549 -0.943
H -1.777 2.218 -0.299
H -1.956 1.966 -1.669
*
```

## Properties
- Relative energy (zero: lowest compared OMol25 entry of this formula, charge and spin): 0.529 eV
- Gap between HOMO and LUMO: 10.1807 eV
- HOMO level: -0.4914 Ha
- DFT total energy: -834.6730 a.u.


6.
The following is a quantum chemistry calculation of a structure of composition C36H44N8O4Pb, from the OMol25 dataset.

```
! RIJCOSX wB97M-V def2-TZVPD def2/J DEFGRID3
* xyz 0 1
Pb -0.128 -0.001 0.920
O -3.653 0.163 3.847
C -2.763 0.398 3.047
N -2.063 -0.512 2.312
C -2.534 -1.777 2.069
O -3.679 -2.121 1.848
C -1.416 -2.810 2.013
C -1.698 -4.155 2.178
C -0.655 -5.065 2.122
C 0.638 -4.606 1.908
C 0.836 -3.246 1.743
N -0.169 -2.370 1.800
C -2.311 1.849 2.885
C -3.115 2.845 3.422
C -2.747 4.169 3.252
C -1.573 4.457 2.568
C -0.824 3.401 2.081
N -1.184 2.127 2.226
H -2.727 -4.453 2.332
H -0.847 -6.125 2.236
H 1.480 -5.284 1.854
H 1.818 -2.835 1.518
H -4.008 2.551 3.957
H -3.363 4.967 3.649
H -1.249 5.477 2.409
H 0.100 3.587 1.537
N 0.758 2.495 -1.369
C -0.226 3.441 -1.533
C 0.074 4.721 -1.954
C -0.923 5.703 -2.098
C -2.233 5.419 -1.833
C -2.581 4.125 -1.383
C -3.916 3.762 -1.090
C -4.198 2.505 -0.644
C -3.132 1.601 -0.454
N -1.882 1.886 -0.733
C -1.587 3.129 -1.212
H 0.513 1.522 -1.333
H 1.672 2.692 -1.732
H 1.107 4.964 -2.182
H -0.641 6.691 -2.443
H -3.011 6.162 -1.971
H -4.702 4.499 -1.219
H -5.211 2.192 -0.424
H -3.326 0.611 -0.038
C -3.458 -3.301 -1.845
N -3.035 -2.043 -2.448
C -3.584 -1.675 -3.740
C -2.197 -1.235 -1.786
O -1.734 -1.495 -0.678
H -3.584 -4.051 -2.624
H -4.396 -3.182 -1.298
H -2.699 -3.623 -1.136
H -3.411 -2.473 -4.463
H -3.098 -0.768 -4.099
H -4.658 -1.489 -3.673
H -1.957 -0.311 -2.323
N 1.630 1.424 3.685
N 1.386 0.177 3.047
H 2.549 1.434 4.104
H 1.604 2.145 2.978
H 1.051 -0.473 3.746
H 2.214 -0.204 2.608
C 0.764 -3.267 -1.672
C 1.641 -2.379 -2.557
C 0.892 -1.108 -2.982
C 2.984 -2.049 -1.922
C 4.106 -2.614 -2.522
C 5.395 -2.336 -2.099
C 5.547 -1.439 -1.056
C 4.460 -0.855 -0.409
C 4.823 0.069 0.749
C 4.037 1.385 0.809
C 4.764 -0.738 2.057
C 3.119 -1.183 -0.797
O 2.053 -0.693 -0.171
H -0.124 -3.599 -2.223
H 0.433 -2.716 -0.795
H 1.317 -4.153 -1.350
H 1.862 -2.941 -3.466
H 0.628 -0.532 -2.092
H -0.023 -1.359 -3.529
H 1.520 -0.486 -3.623
H 3.961 -3.291 -3.357
H 6.252 -2.788 -2.583
H 6.548 -1.177 -0.725
H 5.866 0.352 0.602
H 2.967 1.208 0.826
H 4.258 1.984 -0.080
H 4.333 1.966 1.690
H 3.823 -1.288 2.132
H 4.889 -0.095 2.937
H 5.559 -1.485 2.069
*
```

## Properties
- Relative energy (zero: lowest compared OMol25 entry of this formula, charge and spin): 0.158 eV
- Gap between HOMO and LUMO: 6.6154 eV
- HOMO level: -0.2440 Ha
- DFT total energy: -2330.1600 a.u.